No. 1
Density functional theory data (the ωB97M-V functional and the def2-TZVPD basis) for a gas-phase ion, C4H6N (charge +1).

```
! RIJCOSX wB97M-V def2-TZVPD def2/J DEFGRID3
* xyz 1 1
C 2.60097 -0.13832 -0.32604
C 1.56823 0.01369 0.26707
C 0.28331 0.47552 0.74443
C -0.84865 -0.69641 0.19446
N -0.57974 0.57873 -0.52250
H 3.49372 -0.30640 -0.84385
H 0.22172 1.04809 1.55763
H -0.37046 -1.56748 -0.17539
H -1.76114 -0.91996 0.69534
H -0.14233 0.57399 -1.39590
H -1.29557 1.28083 -0.37593
*
```

The value obtained for the HOMO-LUMO gap is 0.411 hartree. Its structure (SMILES) is C#C[C@@H]1C[NH2+]1. The calculation puts the HOMO energy at -14.8 eV.

Atom charges from the Löwdin analysis, given in e for atoms 1 to 6:
1. C 0.20
2. C -0.10
3. C -0.04
4. C 0.09
5. N 0.14
6. H 0.05


No. 2
Density functional theory data (the ωB97M-V functional and the def2-TZVPD basis) for a single C2H3F2OP molecule.

```
! RIJCOSX wB97M-V def2-TZVPD def2/J DEFGRID3
* xyz 0 1
O 0.72726 -1.03553 -1.38415
C -0.28990 -0.38818 -1.20845
C -0.61263 0.23859 0.35659
F -1.63854 -0.34440 0.97040
F -1.03311 1.56293 0.18668
P 0.88578 0.19090 1.50669
H -1.19968 -0.05671 -1.71957
H 1.40764 -1.02591 0.77357
H 1.75319 0.85830 0.51823
*
```

The value obtained for the HOMO-LUMO gap is 0.369 hartree. Its structure (SMILES) is O=CC(F)(F)P. The calculation puts the HOMO energy at -10.1 eV.

Atom charges from the Löwdin analysis, given in e for atoms 1 to 6:
1. O 0.02
2. C -0.12
3. C -0.76
4. F 0.02
5. F -0.04
6. P 0.87


No. 3
Density functional theory data (the ωB97M-V functional and the def2-TZVPD basis) for 2 unconnected molecules or ions with the total composition CH7ISi2.

```
! RIJCOSX wB97M-V def2-TZVPD def2/J DEFGRID3
* xyz 0 1
C -0.01068 0.16994 -0.67065
Si 1.12750 1.09212 0.62870
Si -0.18526 -1.61344 -0.18427
I -3.96877 0.21520 0.38913
H -0.91229 0.61848 -1.02310
H 0.45815 0.11645 -1.70060
H 2.43141 0.36819 0.51515
H 1.27169 2.56104 -0.02766
H 0.41820 1.11483 1.94135
H 0.86136 -2.27255 0.64003
H -1.49130 -2.37026 -0.50808
*
```

The value obtained for the HOMO-LUMO gap (spin up / spin down) is 0.267 / 0.149 hartree. The calculation puts the HOMO energy (spin up / spin down) at -8.8 / -7.1 eV.

Atom charges from the Löwdin analysis, given in e for atoms 1 to 6:
1. C -0.64
2. Si 0.57
3. Si 0.72
4. I -0.27
5. H -0.03
6. H 0.03


What are the calculated total energy values for these records? In order: -210.36228, -694.25559, -918.83833 Ha.
What are the M values for these records? In order: 68.10, 112.02, 202.14 g mol⁻¹.
What are the energy above the lowest of the compared OMol25 structures with the same formula, charge and spin values for these records? In order: 58.8, 98.1, 75.1 kcal per mole.